(1)
Density functional theory data (the ωB97M-V functional and the def2-TZVPD basis) for a molecular structure, C29H45BN6O2RbS.

HOMO-LUMO gap ... 6.3704 eV
LUMO energy ... 2.2 eV
Charge ... -1
DFT total energy ... -2058.34834 Ha
Spin multiplicity ... 1
Strongest force on any atom ... 0.7 eV Å⁻¹
Relative energy (zero: lowest compared OMol25 entry of this formula, charge and spin) ... 5.62 kcal/mol

Each line ends with the Löwdin charge.
Geometry (Å):
Rb  0.19  0.06  -1.04  0.86
C  3.50  -0.44  -0.75  -0.09
C  4.06  0.20  0.51  -0.37
C  5.41  0.87  0.21  -0.07
C  3.14  1.20  1.17  -0.31
C  3.39  1.93  2.35  -0.03
C  2.24  2.68  2.52  -0.11
N  1.38  2.39  1.53  -0.03
N  1.94  1.49  0.68  0.04
B  0.02  3.09  1.32  -0.53
N  -0.07  3.80  -0.04  -0.03
C  -0.19  5.13  -0.23  -0.09
C  -0.21  5.37  -1.59  -0.03
C  -0.08  4.09  -2.16  -0.29
N  0.00  3.16  -1.22  0.10
C  0.00  3.72  -3.62  -0.37
C  1.25  4.34  -4.25  -0.07
C  -0.02  2.22  -3.86  -0.09
N  -1.24  2.20  1.58  -0.03
C  -2.04  2.32  2.65  -0.11
C  -3.12  1.47  2.49  -0.04
C  -2.89  0.86  1.24  -0.32
N  -1.75  1.30  0.71  0.07
C  -3.80  -0.08  0.50  -0.38
C  -3.15  -0.77  -0.70  -0.08
C  -5.05  0.68  0.05  -0.07
H  4.26  -1.11  -1.18  0.08
H  3.26  0.30  -1.51  0.08
H  2.62  -1.06  -0.58  0.03
H  4.22  -0.59  1.24  0.13
H  5.29  1.66  -0.53  0.08
H  6.12  0.14  -0.19  0.07
H  5.85  1.31  1.10  0.07
H  4.26  1.91  2.98  0.09
H  1.97  3.40  3.27  0.11
H  -0.03  3.94  2.18  0.11
H  -0.26  5.79  0.61  0.11
H  -0.29  6.32  -2.08  0.09
H  -0.88  4.15  -4.12  0.13
H  2.14  3.94  -3.78  0.09
H  1.27  5.43  -4.12  0.07
H  1.30  4.13  -5.32  0.07
H  0.87  1.76  -3.42  0.06
H  -0.01  2.00  -4.92  0.08
H  -0.89  1.75  -3.41  0.07
H  -1.79  3.01  3.43  0.11
H  -3.95  1.33  3.15  0.10
H  -4.12  -0.86  1.21  0.12
H  -2.86  -0.03  -1.45  0.07
H  -3.89  -1.43  -1.17  0.08
H  -2.28  -1.38  -0.47  0.04
H  -4.78  1.46  -0.66  0.09
H  -5.55  1.16  0.89  0.07
H  -5.77  0.01  -0.43  0.07
C  0.23  -0.29  3.77  -0.21
S  0.70  -1.14  2.27  0.88
O  2.09  -1.65  2.47  -0.50
C  -0.39  -2.55  2.43  -0.37
C  0.17  -3.81  2.53  -0.07
C  -0.67  -4.92  2.57  -0.08
C  -2.04  -4.75  2.52  -0.09
C  -2.59  -3.48  2.42  -0.08
C  -1.76  -2.37  2.37  -0.08
H  0.40  -0.94  4.63  0.07
H  -0.81  0.03  3.70  0.04
H  0.87  0.60  3.82  0.04
H  1.25  -3.91  2.54  0.11
H  -0.24  -5.91  2.64  0.10
H  -2.69  -5.62  2.54  0.10
H  -3.66  -3.35  2.36  0.10
H  -2.17  -1.38  2.27  0.09
C  1.40  -4.13  -1.29  -0.06
C  0.14  -3.60  -2.01  -0.83
C  0.21  -4.00  -3.50  -0.07
C  -1.11  -4.24  -1.38  -0.06
O  0.08  -2.23  -1.89  -0.52
H  1.50  -5.22  -1.33  0.07
H  1.38  -3.81  -0.24  0.06
H  2.28  -3.68  -1.75  0.07
H  0.28  -5.08  -3.65  0.06
H  1.09  -3.52  -3.95  0.07
H  -0.67  -3.63  -4.01  0.07
H  -1.11  -5.34  -1.44  0.07
H  -2.00  -3.86  -1.88  0.07
H  -1.16  -3.96  -0.32  0.05

(2)
Density functional theory data (the ωB97M-V functional and the def2-TZVPD basis) for a molecular structure, C29H45BaNO6S2Si3Te in a non-equilibrium geometry.

HOMO-LUMO gap ... 4.1158 eV
LUMO energy ... 3.7 eV
Charge ... -2
DFT total energy ... -3596.64046 Ha
Spin multiplicity ... 1
Strongest force on any atom ... 14.8 eV Å⁻¹
Relative energy (zero: lowest compared OMol25 entry of this formula, charge and spin) ... 148.16 kcal/mol

Each line ends with the Löwdin charge.
Geometry (Å):
Ba  0.85  0.63  0.24  1.93
O  1.63  2.46  -0.61  -0.82
S  2.88  2.38  0.13  0.39
O  4.01  2.91  -0.61  -0.28
O  3.13  1.08  0.71  -0.47
C  2.61  3.68  1.36  -0.22
C  3.58  4.64  1.55  -0.05
C  3.25  5.87  2.09  -0.07
C  1.92  6.15  2.40  -0.08
C  0.96  5.17  2.24  -0.05
C  1.30  3.94  1.72  -0.23
S  0.20  2.53  2.01  0.38
O  1.12  1.48  2.36  -0.51
O  -0.60  3.02  3.12  -0.29
O  -0.63  2.17  0.87  -0.80
H  4.59  4.41  1.24  0.11
H  4.02  6.62  2.26  0.10
H  1.64  7.13  2.77  0.10
H  -0.07  5.34  2.53  0.11
C  -2.40  0.12  3.11  -0.17
Si  -1.54  -1.56  3.37  0.40
C  -0.15  -1.20  4.64  -0.19
C  -2.84  -2.57  4.44  -0.20
C  -1.06  -2.51  1.82  -0.46
Si  0.42  -3.64  1.92  0.40
C  0.80  -4.47  0.23  -0.19
C  0.14  -5.17  3.13  -0.20
C  2.10  -2.90  2.46  -0.18
Si  -2.45  -2.94  0.65  0.49
C  -4.08  -1.93  0.74  -0.19
C  -3.11  -4.77  0.88  -0.20
C  -2.05  -2.83  -1.23  -0.31
C  -1.92  -3.92  -2.08  -0.09
C  -1.61  -3.74  -3.42  -0.09
C  -1.47  -2.45  -3.89  -0.08
C  -1.65  -1.41  -2.99  -0.18
N  -1.93  -1.59  -1.71  0.07
H  -3.09  0.40  3.91  0.03
H  -2.96  0.13  2.18  0.00
H  -1.65  0.90  3.05  -0.02
H  -0.54  -0.73  5.54  0.02
H  0.54  -0.50  4.18  0.00
H  0.41  -2.08  4.94  0.01
H  -3.15  -2.04  5.34  0.00
H  -2.44  -3.53  4.73  0.00
H  -3.73  -2.75  3.84  -0.01
H  -0.01  -5.10  -0.11  0.00
H  1.70  -5.08  0.26  0.02
H  0.95  -3.67  -0.48  0.01
H  -0.75  -5.71  2.85  0.00
H  0.00  -4.84  4.15  0.00
H  0.98  -5.87  3.12  0.00
H  2.56  -2.43  1.59  0.02
H  2.79  -3.63  2.88  0.02
H  1.94  -2.12  3.19  -0.01
H  -4.42  -1.84  1.77  0.00
H  -4.90  -2.35  0.16  0.02
H  -3.88  -0.94  0.36  0.00
H  -3.53  -4.89  1.88  0.01
H  -2.29  -5.47  0.80  -0.01
H  -3.89  -5.06  0.17  0.01
H  -2.06  -4.92  -1.69  0.08
H  -1.50  -4.59  -4.09  0.09
H  -1.22  -2.26  -4.93  0.09
H  -1.60  -0.38  -3.33  0.09
C  -1.51  3.62  -3.56  -0.44
Te  -0.84  2.95  -1.55  1.35
C  -2.91  2.85  -0.92  -0.39
H  -2.04  4.57  -3.55  -0.02
H  -2.15  2.89  -4.04  -0.02
H  -0.63  3.75  -4.19  -0.02
H  -3.31  1.85  -1.03  0.00
H  -3.53  3.55  -1.47  -0.01
H  -2.92  3.11  0.14  -0.01
C  1.64  -1.01  -2.33  -0.19
C  2.92  -0.63  -2.82  -0.38
C  4.01  -1.52  -2.87  -0.09
C  5.21  -1.18  -3.46  -0.15
C  5.39  0.06  -4.04  -0.17
C  4.34  0.98  -3.99  -0.14
C  3.15  0.64  -3.40  -0.10
H  1.48  -2.08  -2.33  0.00
H  0.83  -0.46  -2.80  -0.01
H  3.89  -2.51  -2.43  0.09
H  6.02  -1.91  -3.49  0.08
H  6.32  0.33  -4.54  0.06
H  4.46  1.97  -4.42  0.09
H  2.35  1.37  -3.36  0.09

(3)
Density functional theory data (the ωB97M-V functional and the def2-TZVPD basis) for a molecular structure, C29H45ClF9OPTl in a non-equilibrium geometry.

HOMO-LUMO gap ... 3.1705 eV
LUMO energy ... 2.2 eV
Charge ... -1
DFT total energy ... -3080.15971 Ha
Spin multiplicity ... 1
Strongest force on any atom ... 2.4 eV Å⁻¹
Relative energy (zero: lowest compared OMol25 entry of this formula, charge and spin) ... 0.00 kcal/mol

Each line ends with the Löwdin charge.
Geometry (Å):
Tl  -0.36  3.13  2.32  0.69
P  -0.27  0.24  -2.61  1.16
Cl  0.98  2.86  -0.03  -0.20
C  -1.00  -0.48  -1.09  -0.22
H  -0.43  0.02  -0.28  0.10
H  -2.02  -0.05  -1.06  0.07
C  1.55  0.52  -2.49  -0.39
C  -0.96  1.96  -2.64  -0.39
C  2.21  0.71  -3.87  -0.22
H  1.61  1.47  -1.92  0.03
C  3.64  1.23  -3.68  -0.19
H  2.22  -0.25  -4.40  0.10
H  1.65  1.42  -4.50  0.08
C  4.48  0.30  -2.79  -0.21
H  4.10  1.34  -4.67  0.11
H  3.58  2.23  -3.22  0.12
C  3.78  -0.04  -1.47  -0.18
H  4.67  -0.63  -3.34  0.11
H  5.45  0.76  -2.59  0.10
C  2.34  -0.51  -1.69  -0.20
H  4.34  -0.82  -0.94  0.11
H  3.75  0.85  -0.82  0.11
H  2.34  -1.47  -2.24  0.11
H  1.87  -0.69  -0.71  0.10
C  -0.77  -0.76  -4.06  -0.36
C  -2.48  2.03  -2.87  -0.19
H  -0.73  2.29  -1.60  0.03
C  -2.99  3.47  -2.68  -0.19
H  -2.72  1.70  -3.89  0.11
H  -3.02  1.37  -2.19  0.10
C  -2.24  4.50  -3.54  -0.21
H  -4.06  3.51  -2.93  0.11
H  -2.89  3.75  -1.63  0.12
C  -0.72  4.38  -3.41  -0.19
H  -2.52  4.36  -4.59  0.11
H  -2.55  5.51  -3.26  0.11
C  -0.21  2.94  -3.57  -0.21
H  -0.23  5.00  -4.17  0.11
H  -0.39  4.75  -2.43  0.11
H  -0.33  2.62  -4.62  0.10
H  0.86  2.94  -3.34  0.09
C  -0.02  -2.10  -4.17  -0.19
H  -1.83  -0.98  -3.83  0.13
C  -0.70  -2.97  -5.23  -0.19
H  1.03  -1.92  -4.44  0.11
H  -0.02  -2.63  -3.20  0.09
C  -0.75  -2.28  -6.60  -0.21
H  -0.16  -3.92  -5.31  0.11
H  -1.72  -3.20  -4.90  0.12
C  -1.31  -0.85  -6.54  -0.20
H  0.26  -2.24  -7.02  0.11
H  -1.36  -2.87  -7.29  0.10
C  -0.72  0.00  -5.40  -0.20
H  -1.11  -0.33  -7.49  0.11
H  -2.40  -0.88  -6.42  0.11
H  0.33  0.24  -5.64  0.10
H  -1.26  0.95  -5.34  0.09
C  0.22  -2.59  -0.36  -0.22
C  -1.08  -1.98  -0.84  -0.42
H  1.07  -2.57  -1.05  0.01
C  -2.27  -2.36  0.09  -0.17
H  -1.28  -2.48  -1.80  0.08
C  -1.90  -2.56  1.55  -0.21
H  -3.06  -1.60  0.00  0.09
H  -2.68  -3.31  -0.28  0.10
C  -0.83  -3.63  1.71  -0.22
H  -1.53  -1.63  2.00  0.10
H  -2.80  -2.84  2.12  0.10
C  0.44  -3.19  0.94  -0.31
H  -0.59  -3.77  2.77  0.08
H  -1.18  -4.60  1.33  0.10
H  0.97  -2.48  1.60  0.07
H  1.11  -4.04  0.82  0.09
F  -1.44  1.83  4.95  0.06
C  -1.00  0.54  4.77  -0.49
F  -1.07  -0.08  5.99  0.13
F  -1.92  -0.07  3.97  0.13
C  0.43  0.50  4.13  -0.38
O  0.37  0.85  2.83  -0.30
C  1.41  1.42  4.96  -0.48
F  1.24  1.32  6.31  0.13
F  2.71  1.15  4.69  0.15
F  1.22  2.75  4.65  0.03
C  1.00  -0.97  4.31  -0.46
F  1.59  -1.18  5.52  0.12
F  0.02  -1.92  4.19  0.12
F  1.93  -1.24  3.35  0.14

(4)
Density functional theory data (the ωB97M-V functional and the def2-TZVPD basis) for a molecular structure, C29H45N2O4Pt in a non-equilibrium geometry.

HOMO-LUMO gap (alpha / beta) ... 8.5855 / 6.0909 eV
LUMO energy (alpha / beta) ... -8.9 / -12.0 eV
Charge ... +3
DFT total energy ... -1660.62109 Ha
Spin multiplicity ... 5
Strongest force on any atom ... 1.6 eV Å⁻¹

Each line ends with the Löwdin charge.
Geometry (Å):
Pt  -0.26  -0.08  -0.73  1.34
C  -0.05  -3.14  -2.61  -0.16
C  -1.26  -2.25  -2.56  -0.10
O  -0.91  -0.84  -2.57  -0.32
C  -0.13  -0.39  -3.66  -0.13
C  0.23  1.07  -3.44  -0.09
O  0.58  1.31  -2.06  -0.31
C  1.89  1.75  -1.70  -0.13
C  2.91  0.67  -1.93  -0.16
O  2.38  -0.56  -1.48  -0.19
C  2.94  -1.64  -2.24  -0.13
C  2.22  -2.95  -1.81  -0.13
O  0.84  -2.73  -1.58  -0.18
H  0.43  -3.05  -3.59  0.14
H  -0.33  -4.18  -2.49  0.15
H  -1.81  -2.38  -1.64  0.13
H  -1.91  -2.45  -3.42  0.16
H  -0.74  -0.46  -4.58  0.17
H  0.75  -1.01  -3.74  0.11
H  -0.60  1.74  -3.64  0.12
H  1.07  1.31  -4.06  0.15
H  1.78  2.07  -0.65  0.13
H  2.17  2.63  -2.28  0.16
H  3.82  0.88  -1.41  0.15
H  3.17  0.62  -3.00  0.14
H  4.01  -1.73  -2.03  0.15
H  2.79  -1.41  -3.30  0.13
H  2.62  -3.30  -0.85  0.09
H  2.40  -3.74  -2.54  0.15
C  1.01  -4.07  1.63  -0.01
C  1.72  -2.71  1.54  -0.35
C  3.26  -2.87  1.47  -0.02
C  1.41  -1.89  2.80  -0.04
C  1.95  -2.39  4.02  0.07
C  2.13  -1.59  5.13  0.03
C  1.67  -0.28  5.01  0.10
C  1.03  0.23  3.82  -0.05
C  0.84  1.75  3.90  -0.34
C  0.80  2.57  2.59  -0.05
C  -0.32  2.16  4.83  -0.02
C  0.77  -0.64  2.76  -0.11
N  -0.05  -0.16  1.62  0.04
C  -1.25  0.20  2.01  -0.05
C  -2.23  0.89  1.17  -0.23
C  -3.38  1.59  1.66  0.03
C  -3.96  2.14  0.58  0.07
C  -3.13  1.81  -0.61  -0.07
N  -2.10  1.00  -0.17  0.03
C  -3.33  2.35  -2.00  -0.51
C  -4.63  3.20  -2.00  -0.04
C  -2.15  3.32  -2.33  0.00
C  -3.54  1.26  -3.03  -0.02
H  1.24  -4.69  0.76  0.10
H  -0.05  -3.98  1.78  0.09
H  1.43  -4.65  2.47  0.10
H  1.37  -2.11  0.70  0.08
H  3.67  -3.12  2.44  0.08
H  3.74  -1.96  1.09  0.10
H  3.54  -3.68  0.80  0.09
H  2.30  -3.42  4.06  0.14
H  2.54  -1.93  6.06  0.14
H  1.80  0.37  5.84  0.14
H  1.76  2.11  4.40  0.16
H  -0.21  2.67  2.16  0.08
H  1.44  2.16  1.81  0.07
H  1.16  3.59  2.78  0.10
H  -1.32  2.00  4.36  0.09
H  -0.16  3.21  5.10  0.12
H  -0.32  1.57  5.73  0.08
H  -1.50  -0.02  3.04  0.15
H  -3.73  1.64  2.69  0.14
H  -4.85  2.76  0.54  0.13
H  -4.60  4.03  -1.31  0.10
H  -5.52  2.58  -1.83  0.11
H  -4.71  3.59  -3.01  0.10
H  -2.37  4.31  -1.93  0.10
H  -2.07  3.42  -3.42  0.10
H  -1.21  2.97  -1.96  0.05
H  -4.47  0.73  -2.79  0.11
H  -2.75  0.52  -3.18  0.06
H  -3.68  1.72  -4.02  0.11